C44H34BBrF5NO3 | ωB97M-V/def2-TZVPD

Each line ends with the Mulliken charge.
CARTESIAN COORDINATES (ANGSTROEM)
N: 4.514981 -0.028321 4.553666  -0.693
B: 4.417098 0.733015 3.279892  0.393
O: 5.482903 0.690741 2.435567  -0.441
C: 3.104436 1.571810 2.962637  0.293
C: 2.838237 2.822138 3.489429  -0.367
C: 1.664833 3.495883 3.218469  -0.387
Br: 1.301618 5.215081 3.973892  -0.179
C: 0.727280 2.905661 2.385769  0.673
C: 1.008665 1.661221 1.840529  0.694
C: 2.176437 0.984384 2.103261  -0.948
C: -0.051263 1.037902 0.946856  -0.285
O: 0.247212 0.465383 -0.080807  -0.559
C: -1.465921 1.239070 1.433764  0.908
C: -2.435761 0.257455 1.387113  -0.984
C: -3.690929 0.574338 1.902653  -0.259
C: -3.985845 1.844866 2.441097  -0.871
C: -2.983030 2.791314 2.471556  -0.694
C: -1.744646 2.479626 1.969278  0.973
C: -0.626939 3.503670 2.033239  -0.315
O: -0.819221 4.684347 1.833901  -0.557
H: 4.287013 0.572023 5.344174  0.296
H: 3.804190 -0.757756 4.598064  0.258
H: 5.886631 -0.179626 2.561705  0.354
H: 3.560136 3.287984 4.158695  0.424
H: 2.320612 0.010947 1.640530  0.393
H: -2.203186 -0.714386 0.962699  0.572
H: -4.469348 -0.183621 1.899332  0.360
H: -4.956856 2.086877 2.861801  0.443
H: -3.120010 3.784655 2.894012  0.471
F: -5.089903 1.998137 -0.326992  -0.298
C: -4.454576 2.571817 -1.368078  0.345
C: -3.740698 3.735769 -1.159983  -0.214
C: -3.081281 4.322375 -2.230209  -0.716
C: -3.152310 3.745222 -3.491167  -0.209
C: -3.878505 2.577761 -3.682542  -0.375
C: -4.531454 1.981154 -2.613312  -0.487
H: -3.703245 4.173392 -0.170625  0.451
H: -2.511812 5.230022 -2.079964  0.404
H: -2.639759 4.207243 -4.325549  0.356
H: -3.937083 2.129825 -4.666191  0.348
H: -5.095193 1.065917 -2.740087  0.424
F: -3.705599 -2.463975 -0.180799  -0.323
C: -4.585627 -3.195231 0.525666  0.239
C: -5.737398 -2.583033 0.946169  -0.236
C: -6.671391 -3.304641 1.674504  -0.546
C: -6.423952 -4.637361 1.977747  -0.654
C: -5.245985 -5.243681 1.549863  -0.386
C: -4.318287 -4.518965 0.812416  -0.328
H: -5.901847 -1.541009 0.701503  0.597
H: -7.585721 -2.829955 2.005304  0.382
H: -7.147547 -5.204256 2.549233  0.384
H: -5.051532 -6.277804 1.789974  0.474
H: -3.400776 -4.972419 0.462248  0.413
F: -1.307862 5.325077 -7.116120  -0.331
C: -0.474067 4.292436 -6.886137  0.238
C: -1.002072 3.033063 -6.684775  -0.254
C: -0.144037 1.968313 -6.451887  -0.398
C: 1.227810 2.178148 -6.413568  -0.502
C: 1.742183 3.452388 -6.613629  -0.333
C: 0.887644 4.518310 -6.857042  -0.449
H: -2.074969 2.890938 -6.710575  0.524
H: -0.545767 0.975356 -6.299316  0.362
H: 1.895974 1.347472 -6.227319  0.379
H: 2.811033 3.617099 -6.579678  0.354
H: 1.269938 5.516908 -7.023342  0.409
F: 7.490043 -0.530556 1.291685  -0.340
C: 8.074131 0.074564 0.236132  0.487
C: 8.736865 1.269002 0.430292  -0.373
C: 9.340831 1.887614 -0.654459  -0.355
C: 9.265321 1.310570 -1.915357  -0.513
C: 8.589835 0.110742 -2.091625  -0.329
C: 7.992938 -0.516944 -1.007799  -0.506
H: 8.776782 1.705862 1.419421  0.424
H: 9.870117 2.820998 -0.516008  0.351
H: 9.733802 1.797427 -2.760846  0.369
H: 8.527048 -0.337439 -3.074403  0.357
H: 7.468824 -1.456733 -1.122940  0.398
F: -3.205828 -7.412815 1.080870  -0.324
C: -2.073992 -7.249196 1.800378  0.431
C: -2.102337 -6.462512 2.935378  -0.068
C: -0.937737 -6.301875 3.672368  -0.541
C: 0.236512 -6.918512 3.261690  -0.511
C: 0.246743 -7.701762 2.115502  -0.363
C: -0.917079 -7.874216 1.380410  -0.544
H: -3.024948 -5.983426 3.235127  0.429
H: -0.946911 -5.694347 4.567608  0.364
H: 1.144341 -6.788083 3.836343  0.377
H: 1.162392 -8.179338 1.792816  0.358
H: -0.931347 -8.487522 0.488903  0.410

Atoms 1-2, force components in eV/Å:
N -0.25 -0.21 -0.23
B 0.12 0.36 0.76

Its spin multiplicity is 1. As for the total energy: -138120.2023 eV. The calculation puts the HOMO-LUMO gap at 8.68 eV. The HOMO energy comes out at -0.333 Eh.